This record from the OMol25 dataset describes one molecule with the formula C4H7N3 at a distorted geometry. The level of theory is ωB97M-V with the def2-TZVPD basis set.

Structure (XYZ):
```
14
C4H7N3 ωB97M-V with the def2-TZVPD basis set
C 2.00892 -0.20918 0.09640
N 0.58100 -0.15239 -0.26392
C 0.01422 1.15925 -0.06355
N -0.12040 -1.20303 -0.11028
C -1.42932 -1.34389 -0.02984
C -2.40389 -0.26839 0.03019
N -3.23818 0.52068 -0.04317
H 2.43937 -1.09629 -0.40302
H 2.52919 0.55006 -0.48160
H 2.06374 -0.11777 1.20874
H 0.82715 1.90285 -0.01523
H -0.71094 1.19369 0.87754
H -0.72216 1.45933 -0.85157
H -1.83872 -2.39490 0.04930
```

Summary:
HOMO-LUMO gap = 9.4 eV
LUMO energy = 0.623 eV
multiplicity = 1
ΔE to the lowest compared entry with this formula, charge and spin = 2.4786 eV

Atom charges from the natural (NBO) analysis, given in e for atoms 1 to 6:
1. C -0.418
2. N -0.188
3. C -0.475
4. N -0.138
5. C -0.204
6. C 0.211

=====

This record from the OMol25 dataset describes one molecule with the formula CN4O3S at a distorted geometry. The level of theory is ωB97M-V with the def2-TZVPD basis set.

Structure (XYZ):
```
9
CN4O3S ωB97M-V with the def2-TZVPD basis set
N -2.44760 -1.20037 1.55548
C -1.30709 -1.06762 1.54136
S 0.35989 -1.05941 1.15621
N 0.33422 0.01992 -0.15937
N 1.06272 -0.74178 -1.49263
O 1.41499 -0.02465 -2.30729
N 0.24365 1.48134 0.19032
O 0.34562 2.22670 -0.69164
O -0.05725 1.71915 1.32888
```

Summary:
HOMO-LUMO gap = 8.5 eV
LUMO energy = -1.767 eV
multiplicity = 1
ΔE to the lowest compared entry with this formula, charge and spin = 0.8294 eV

Atom charges from the natural (NBO) analysis, given in e for atoms 1 to 6:
1. N -0.263
2. C 0.013
3. S 0.523
4. N -0.531
5. N 0.420
6. O -0.128

=====

no.,HOMO (eV)
1,-8.76
2,-10.30